1.
85
Properties=species:S:1:pos:R:3:forces:R:3 method="wB97M-V/def2-TZVPD" s2=0.865 e_homo_ev="-9.3 / -9.0" total_charge=+1 orbital_gap_ev="6.188 / 5.905" multiplicity=2
Co 2.196 -2.061 0.339 0.3 0.0 -1.1
N 2.439 -0.947 -4.154 0.1 0.0 0.0
C 2.011 -1.201 -2.904 -0.1 0.1 0.0
N 2.756 -1.519 -1.903 -0.2 0.1 0.0
C 4.133 -1.566 -2.102 0.1 -0.2 0.1
N 4.956 -1.748 -1.130 -0.1 0.1 0.0
N 4.320 -1.922 0.080 -0.3 -0.1 0.4
C 5.060 -1.782 1.105 0.1 0.0 0.0
C 4.504 -2.072 2.429 0.0 -0.1 0.0
C 5.327 -2.140 3.542 0.0 0.0 0.0
C 4.790 -2.602 4.734 0.0 0.0 0.0
C 3.469 -3.007 4.752 0.0 0.0 0.0
C 2.713 -2.885 3.591 0.1 0.0 0.0
N 3.204 -2.388 2.461 -0.2 0.0 0.2
C 4.669 -1.398 -3.457 0.0 0.0 0.0
C 6.026 -1.548 -3.754 0.0 0.0 0.0
C 6.477 -1.371 -5.045 0.0 0.0 0.0
C 5.579 -1.039 -6.062 0.0 0.0 0.0
C 4.236 -0.890 -5.790 0.0 0.0 0.0
C 3.789 -1.074 -4.484 0.0 0.0 0.0
H 1.769 -0.713 -4.866 0.0 0.0 0.0
H 0.937 -1.122 -2.756 0.2 0.1 -0.1
H 6.116 -1.535 1.011 0.0 0.0 -0.1
H 6.372 -1.864 3.466 0.0 0.0 0.0
H 5.404 -2.674 5.622 0.0 0.0 0.0
H 3.015 -3.420 5.643 0.0 0.0 0.0
H 1.685 -3.226 3.567 0.0 0.0 0.0
H 6.705 -1.802 -2.952 0.0 0.0 0.0
H 7.528 -1.490 -5.274 0.0 0.0 0.0
H 5.938 -0.902 -7.073 0.0 0.0 0.0
H 3.533 -0.638 -6.575 0.0 0.0 0.0
F -0.123 4.406 -0.093 0.0 0.0 0.0
C -0.695 3.186 0.101 0.0 0.0 0.0
C 0.069 2.055 0.042 0.0 0.0 0.0
C -0.495 0.781 0.167 0.0 0.0 0.0
C 0.482 -0.325 0.304 0.2 0.0 0.0
O 1.663 -0.042 0.613 -0.3 0.0 0.1
C -0.166 -2.545 1.349 -0.1 0.1 0.2
C -1.717 -2.652 1.521 0.0 0.0 -0.1
N -2.641 -0.484 0.445 0.1 -0.1 0.3
C -4.037 -0.553 0.901 0.0 0.0 -0.1
C -4.993 -1.792 -0.561 0.0 0.0 0.1
C -5.167 -0.324 -0.148 0.0 0.0 0.0
C -1.900 0.651 0.347 0.0 0.0 -0.1
C -2.632 1.856 0.480 0.0 0.0 0.0
C -2.059 3.102 0.363 0.0 0.0 0.0
N -2.899 4.249 0.505 -0.1 0.0 0.0
C -2.356 5.435 1.131 0.0 0.0 0.0
C -3.498 6.263 1.687 -0.1 0.0 -0.1
N -4.428 6.609 0.547 0.0 -0.1 0.0
C -4.930 5.379 -0.170 0.0 0.1 0.1
C -3.738 4.566 -0.631 0.0 0.0 -0.1
C 0.589 -3.904 1.335 0.0 -0.2 0.3
O 0.184 -4.802 2.064 0.1 0.2 -0.3
O 1.627 -3.933 0.567 0.0 0.1 0.1
H 1.139 2.134 -0.094 0.0 0.0 0.0
H -2.053 -3.686 1.623 0.0 0.0 0.0
H -4.176 -0.237 1.938 -0.1 0.0 0.0
H -5.105 -3.661 0.245 0.0 0.0 0.0
H -5.016 -2.213 -1.555 0.0 0.1 0.0
H -6.144 -0.054 0.258 0.0 0.0 0.0
H -4.877 0.369 -0.939 0.0 0.0 0.0
H -3.688 1.809 0.714 0.0 0.0 0.0
H -1.759 6.055 0.445 0.0 0.0 0.0
H -1.699 5.154 1.953 0.0 0.0 0.0
H -3.160 7.199 2.125 0.0 0.0 0.0
H -4.088 5.700 2.407 0.0 0.0 0.0
H -3.921 7.195 -0.120 0.0 0.0 0.0
H -5.212 7.164 0.886 0.0 0.0 0.0
H -5.557 5.713 -0.994 0.0 0.0 0.0
H -5.525 4.826 0.554 0.0 0.0 0.0
H -3.191 5.123 -1.412 0.0 0.0 0.0
H -4.102 3.648 -1.088 0.0 0.0 0.0
N -5.209 -2.716 0.610 0.0 0.0 -0.1
C -3.969 -2.006 0.479 0.0 -0.1 0.0
C -2.459 -2.002 0.356 0.1 0.1 0.0
C -1.839 -2.405 -0.947 0.0 0.0 0.1
C -0.529 -2.219 -1.062 0.0 -0.1 -0.1
C 0.257 -1.762 0.120 0.3 0.0 0.1
C -0.217 -1.777 2.668 -0.1 0.0 0.0
C -1.537 -1.880 2.808 0.0 0.0 0.0
H -2.464 -2.781 -1.749 0.0 0.0 0.0
H -0.023 -2.478 -1.991 -0.2 -0.1 0.2
H 0.555 -1.301 3.260 0.0 0.0 0.0
H -2.226 -1.546 3.576 0.0 0.0 -0.1


2.
79
Properties=species:S:1:pos:R:3:forces:R:3 method="wB97M-V/def2-TZVPD" e_homo_ev="-6.8 / -6.8" total_charge=0 orbital_gap_ev="6.415 / 6.414" multiplicity=1
Ir -1.434 2.055 1.893 -0.5 0.7 1.0
N 0.232 2.427 3.126 0.0 0.2 -0.1
C 1.350 1.503 3.428 0.0 -0.1 0.1
C 1.571 0.590 2.243 0.1 0.0 0.0
O 1.006 -0.588 2.384 -0.1 -0.1 0.0
O 2.197 0.950 1.272 -0.1 0.0 0.0
H 0.624 3.252 2.653 0.0 0.0 0.0
H -0.144 2.762 4.008 0.0 0.0 0.0
H 1.106 0.915 4.310 0.0 0.0 0.0
H 2.256 2.084 3.600 0.0 0.0 0.0
N 2.122 3.204 -4.993 0.0 0.0 0.0
C 1.689 3.603 -3.740 0.0 0.0 0.0
C 0.918 4.758 -3.589 0.0 0.0 0.0
C 0.447 5.125 -2.343 0.0 0.0 0.0
C 0.752 4.345 -1.237 0.0 0.0 0.0
C 1.514 3.188 -1.368 0.0 0.0 0.0
C 1.978 2.823 -2.614 0.0 0.0 0.0
S 0.097 4.778 0.326 -0.1 0.0 0.0
O -0.453 6.097 0.249 0.0 0.0 0.0
O 1.086 4.490 1.342 0.0 0.0 0.0
N -1.066 3.673 0.597 0.0 0.0 0.0
C -2.289 3.651 0.019 0.0 -0.2 -0.2
N -2.781 4.449 -0.914 0.0 0.0 0.0
C -4.034 4.190 -1.280 0.0 0.0 0.0
C -4.802 3.161 -0.752 0.0 0.0 0.0
C -4.196 2.346 0.190 0.0 -0.1 -0.1
N -2.950 2.582 0.559 0.0 0.0 0.2
H 2.164 3.915 -5.703 0.0 0.0 0.0
H 2.894 2.560 -5.016 0.0 0.0 0.0
H 0.686 5.364 -4.457 0.0 0.0 0.0
H -0.158 6.012 -2.215 0.0 0.0 0.0
H 1.740 2.579 -0.501 0.0 0.0 0.0
H 2.566 1.920 -2.727 0.0 0.0 0.0
H -4.444 4.841 -2.044 0.0 0.0 0.0
H -5.819 2.992 -1.072 0.0 0.0 0.0
H -4.687 1.491 0.637 0.0 0.0 0.0
O -2.600 -0.015 3.715 -0.1 0.0 0.0
C -2.153 0.773 3.009 0.3 0.0 -0.3
C -3.072 -2.434 -1.559 0.0 -0.3 -0.2
Si -1.190 -2.481 -1.481 -0.7 1.5 -0.6
C -0.517 -1.876 -3.132 0.0 -0.3 -0.1
C -0.722 -4.285 -1.306 0.2 0.1 0.5
Si 0.477 -1.584 1.008 0.4 0.6 0.4
Te -1.040 -0.008 -0.164 0.4 -2.0 -0.2
Si 2.571 -1.971 -0.059 0.0 0.0 -0.1
C 2.770 -3.675 -0.838 0.0 0.0 0.0
C 3.883 -1.873 1.284 -0.1 0.0 0.1
C 2.878 -0.684 -1.385 0.0 0.0 0.0
Si -0.476 -3.248 2.395 -0.1 -0.2 0.0
C -0.315 -2.677 4.175 0.0 0.1 0.0
C 0.500 -4.849 2.221 0.0 0.0 0.0
C -2.295 -3.564 2.049 0.0 0.0 0.0
H -3.402 -2.940 -2.474 0.0 0.0 0.0
H -3.441 -1.411 -1.576 0.0 0.0 0.0
H -3.532 -2.950 -0.713 0.0 0.1 0.0
H -0.992 -2.431 -3.949 0.0 0.0 0.0
H 0.560 -2.027 -3.218 0.0 0.0 0.0
H -0.724 -0.816 -3.268 0.0 0.0 0.0
H -1.143 -4.764 -2.195 0.0 0.1 0.0
H -1.162 -4.756 -0.429 0.0 0.0 0.0
H 0.346 -4.471 -1.292 0.1 0.0 0.0
H 2.433 -4.476 -0.176 0.0 0.0 0.0
H 3.832 -3.839 -1.037 0.0 0.0 0.0
H 2.242 -3.766 -1.788 0.0 0.0 0.0
H 3.790 -2.708 1.983 0.0 0.0 0.0
H 3.824 -0.943 1.846 0.0 0.0 0.0
H 4.876 -1.930 0.829 0.0 0.0 0.0
H 2.209 -0.815 -2.235 0.0 0.0 0.0
H 3.910 -0.754 -1.742 0.0 0.0 0.0
H 2.715 0.309 -0.969 0.0 0.0 0.0
H 0.666 -2.244 4.372 0.0 0.0 0.0
H -0.457 -3.531 4.842 0.0 0.0 0.0
H -1.071 -1.927 4.413 0.0 0.0 0.0
H 1.552 -4.693 2.473 0.0 0.0 0.0
H 0.454 -5.259 1.212 0.0 0.0 0.0
H 0.102 -5.601 2.908 0.0 0.0 0.0
H -2.838 -2.624 1.923 0.0 0.0 0.0
H -2.734 -4.098 2.896 0.0 0.0 0.0
H -2.455 -4.171 1.158 0.0 0.0 0.0


- Which of these has the lowest multiplicity?
  C22H40IrN5O5SSi4Te


- The lowest multiplicity belongs to which entry?
  C22H40IrN5O5SSi4Te


- Among the records above, which one has the lowest multiplicity?
  C22H40IrN5O5SSi4Te


- Among the records above, which one has the lowest multiplicity?
  C22H40IrN5O5SSi4Te